1.
{"formula": "C25H63As2F12MgNO14", "method": "ωB97M-V with the def2-TZVPD basis set", "e_lumo_ev": -0.6, "homo_lumo_gap_ev": 8.4, "e_homo_ev": -8.9296, "energy_ha": -7968.53465, "symbols": ["O", "C", "C", "H", "H", "C", "H", "H", "H", "C", "H", "H", "H", "C", "O", "H", "H", "C", "O", "F", "C", "H", "H", "O", "F", "H", "O", "As", "H", "C", "C", "F", "H", "C", "H", "C", "H", "F", "F", "C", "H", "O", "F", "C", "C", "N", "H", "C", "O", "H", "H", "C", "H", "H", "H", "O", "H", "H", "H", "F", "H", "C", "H", "H", "As", "Mg", "C", "H", "O", "H", "F", "H", "H", "C", "H", "H", "O", "H", "F", "H", "H", "H", "H", "H", "C", "H", "C", "C", "H", "H", "H", "O", "H", "H", "H", "H", "O", "H", "H", "F", "H", "F", "H", "O", "H", "H", "H", "C", "H", "O", "H", "F", "C", "H", "H", "H", "H", "C"], "positions_angstrom": [[6.838, 34.155, -11.042], [14.471, 32.479, -7.466], [16.263, 38.866, -11.892], [15.492, 38.992, -12.645], [13.510, 34.799, -7.012], [15.816, 40.913, -15.690], [14.612, 32.585, -13.039], [10.666, 33.571, -15.235], [12.754, 31.958, -11.658], [18.160, 39.553, -13.159], [18.340, 34.941, -11.638], [6.938, 32.138, -11.205], [10.680, 30.052, -12.293], [10.376, 32.223, -13.593], [16.461, 34.080, -11.395], [14.815, 32.971, -6.555], [15.382, 35.883, -14.608], [9.791, 30.623, -11.981], [16.318, 32.534, -8.896], [17.194, 35.206, -6.660], [8.502, 36.872, -16.861], [17.143, 35.891, -10.882], [13.614, 30.448, -11.284], [10.589, 39.037, -16.314], [18.317, 36.230, -8.669], [11.108, 36.431, -16.805], [9.261, 36.295, -15.815], [16.799, 36.430, -7.831], [11.119, 36.021, -15.070], [9.472, 32.331, -17.147], [7.384, 37.761, -13.080], [13.921, 34.778, -10.789], [10.030, 31.268, -11.126], [15.313, 32.189, -12.303], [16.814, 33.283, -13.315], [10.618, 36.611, -15.840], [7.290, 37.538, -14.151], [11.296, 35.866, -12.852], [15.265, 36.629, -6.998], [17.287, 35.223, -11.728], [16.025, 40.147, -16.447], [16.270, 40.528, -14.413], [12.244, 36.669, -10.723], [13.041, 34.281, -7.850], [17.703, 32.219, -9.084], [15.225, 37.210, -16.174], [7.218, 33.966, -13.073], [11.648, 39.852, -16.732], [7.199, 36.649, -12.260], [12.616, 39.353, -16.865], [5.408, 32.850, -11.859], [7.698, 34.326, -12.162], [18.217, 40.621, -15.124], [10.666, 33.018, -12.899], [19.194, 39.231, -13.314], [9.777, 31.779, -15.889], [12.692, 35.028, -8.558], [8.414, 37.958, -16.836], [18.323, 40.428, -12.510], [17.506, 37.682, -6.836], [8.376, 38.237, -13.019], [10.938, 38.035, -15.364], [15.142, 30.777, -8.656], [10.225, 33.032, -17.517], [12.626, 35.410, -11.855], [15.232, 33.740, -9.924], [16.618, 32.982, -12.285], [9.343, 31.504, -17.843], [14.718, 32.197, -11.008], [16.645, 37.072, -14.615], [16.064, 35.166, -8.839], [9.032, 29.904, -11.684], [17.541, 39.083, -15.100], [9.957, 32.796, -14.935], [16.183, 31.214, -7.298], [16.341, 39.723, -11.219], [14.040, 33.420, -8.456], [8.978, 33.239, -14.706], [16.340, 37.558, -9.042], [7.487, 36.480, -16.764], [8.831, 35.787, -13.176], [13.015, 31.457, -10.012], [14.739, 41.058, -15.670], [11.957, 38.163, -14.995], [8.274, 35.724, -12.233], [8.507, 32.855, -17.123], [17.579, 40.002, -14.482], [6.172, 32.911, -11.078], [10.260, 38.170, -14.510], [12.207, 33.664, -7.517], [14.968, 37.622, -14.177], [17.526, 38.504, -12.447], [17.111, 35.694, -12.689], [11.329, 31.677, -13.732], [17.799, 31.362, -9.753], [15.553, 31.168, -12.619], [14.086, 36.996, -16.521], [13.640, 31.834, -7.167], [8.887, 36.491, -17.812], [11.551, 34.356, -10.943], [6.677, 38.530, -12.769], [12.979, 34.137, -13.011], [5.658, 32.808, -10.125], [16.105, 37.555, -16.935], [17.451, 32.344, -11.974], [15.915, 38.047, -11.261], [16.312, 41.834, -16.018], [13.486, 31.495, -10.993], [11.854, 40.648, -16.002], [9.391, 31.365, -13.105], [8.559, 33.683, -11.920], [13.830, 36.425, -12.576], [15.577, 36.942, -14.756], [18.138, 31.976, -8.114], [11.385, 40.294, -17.693], [18.209, 33.096, -9.478], [9.012, 35.984, -11.470], [15.581, 31.615, -8.114]]}

2.
{"formula": "C9H10N2O2", "method": "ωB97M-V with the def2-TZVPD basis set", "e_lumo_ev": [-0.6, -0.5], "de_lowest_kcal_mol": 135.9, "homo_lumo_gap_ev": [6.6, 7.6], "e_homo_ev": [-7.2572, -8.1319], "energy_ha": -608.74619, "symbols": ["C", "N", "H", "H", "H", "C", "C", "N", "H", "H", "C", "H", "H", "O", "C", "C", "C", "H", "C", "H", "C", "O", "H"], "positions_angstrom": [[0.041, 1.904, 1.006], [-0.575, 0.751, -1.262], [0.194, -1.873, 2.301], [1.379, -0.718, -3.328], [-0.536, -2.452, 0.684], [-0.013, -1.513, -1.290], [-0.743, -1.628, -0.057], [-0.466, -0.473, 0.854], [-0.139, -0.980, -4.024], [0.970, -0.127, 3.833], [-0.183, -0.351, -1.950], [-1.751, -1.596, -0.327], [0.667, -2.304, -1.773], [0.095, 3.011, 0.594], [0.467, 0.192, 2.942], [0.332, 1.599, 2.525], [-0.372, 0.705, 0.253], [0.559, 0.747, -3.728], [0.369, -0.280, -3.357], [-0.647, 2.052, 3.157], [0.106, -0.736, 2.072], [-0.984, 1.794, -1.935], [1.229, 2.277, 2.808]]}

3.
{"formula": "C5H8O", "method": "ωB97M-V with the def2-TZVPD basis set", "e_lumo_ev": 0.8, "de_lowest_kcal_mol": 45.5, "homo_lumo_gap_ev": 9.5, "e_homo_ev": -8.6689, "energy_ha": -270.48539, "symbols": ["H", "H", "H", "C", "H", "C", "C", "C", "O", "C", "H", "H", "H", "H"], "positions_angstrom": [[-1.774, -1.574, 0.860], [-0.280, -1.099, -1.960], [2.412, 0.486, 0.322], [-0.814, -0.242, -1.530], [-1.885, -0.422, -1.678], [-0.460, -0.111, -0.070], [1.107, 1.762, 0.768], [-0.716, -1.295, 0.829], [2.429, 1.400, 0.641], [0.152, 0.956, 0.388], [0.997, 2.750, 1.198], [-0.164, -2.159, 0.437], [-0.369, -1.091, 1.846], [-0.529, 0.659, -2.081]]}

4.
{"formula": "C14H13N3O5", "method": "ωB97M-V with the def2-TZVPD basis set", "e_lumo_ev": 0.4, "de_lowest_kcal_mol": 0.0, "homo_lumo_gap_ev": 9.0, "e_homo_ev": -8.5120, "energy_ha": -1081.85689, "symbols": ["H", "H", "C", "C", "O", "H", "O", "C", "C", "C", "C", "O", "O", "C", "H", "C", "H", "C", "C", "H", "C", "C", "C", "N", "N", "H", "H", "H", "C", "H", "H", "H", "H", "N", "O"], "positions_angstrom": [[-1.901, 1.682, 0.365], [-0.137, 1.766, 2.101], [3.530, -1.770, 4.033], [-1.808, -1.595, 1.208], [2.782, 1.609, -2.585], [0.027, -1.012, -0.499], [0.938, -0.324, 3.268], [-2.143, -0.445, 0.505], [-0.613, 0.833, 1.842], [-0.699, 1.058, -3.145], [-0.189, -0.344, 2.441], [-1.555, 1.435, -3.915], [2.209, -0.317, 1.419], [-0.941, 0.135, -2.029], [4.148, 0.074, 3.086], [2.115, -0.309, 2.622], [0.819, 2.120, -4.009], [-2.978, -0.531, -0.736], [-0.819, -1.549, 2.174], [3.759, -2.397, 3.174], [-1.593, 0.780, 0.872], [0.112, -0.284, -1.288], [3.268, -0.329, 3.588], [0.615, 1.466, -3.260], [1.368, 0.213, -1.480], [2.658, -2.175, 4.541], [-2.831, -0.106, -2.714], [4.375, -1.798, 4.716], [1.683, 1.136, -2.445], [-2.280, -2.532, 0.953], [2.086, -0.026, -0.803], [3.020, 0.285, 4.454], [-0.499, -2.444, 2.686], [-2.273, -0.250, -1.876], [-4.148, -0.827, -0.771]]}